ORCA calculation (ωB97M-V/def2-TZVPD) on a 3-piece molecular cluster, C27H58B2N2O4 overall.

Positions of all 93 atoms, in Å:
1 O -3.25 -1.17 3.67
2 O 5.21 0.49 -0.38
3 O -6.18 4.10 -2.21
4 O -3.84 -0.62 1.45
5 N 6.33 -0.12 -0.59
6 N -6.50 3.54 -1.09
7 C 2.63 -2.03 1.56
8 C -4.08 3.04 -1.00
9 C 6.44 -0.51 -2.03
10 C 5.10 -1.03 -2.53
11 C 7.46 0.63 0.03
12 C 7.04 1.14 1.40
13 C 7.44 -1.67 -2.21
14 C 7.87 1.81 -0.85
15 C 1.13 -1.82 1.37
16 C 8.09 1.42 -2.31
17 C -5.51 2.23 0.80
18 C 2.03 -4.35 2.61
19 C -8.77 4.23 -1.75
20 C -4.00 -3.08 1.21
21 C -5.71 1.22 -1.49
22 C -7.94 3.13 -1.10
23 C -0.71 -0.21 0.80
24 C -8.48 2.98 0.34
25 C 6.87 0.69 -2.87
26 C 3.05 -3.24 2.42
27 C 1.76 -5.18 1.35
28 C 0.83 -0.38 0.95
29 C -5.48 2.51 -0.71
30 C -7.15 0.72 -1.43
31 C -4.71 -1.74 1.44
32 C -8.12 1.82 -1.87
33 C 8.67 -0.29 0.28
34 B -2.92 -0.58 2.47
35 B -1.42 0.17 2.15
36 H -8.24 2.03 0.80
37 H -5.40 -1.58 0.62
38 H -2.95 -2.95 0.96
39 H -5.51 3.15 1.38
40 H -1.11 -1.17 0.47
41 H 3.12 -2.09 0.60
42 H 4.76 -1.87 -1.91
43 H -9.57 3.05 0.33
44 H -9.83 3.96 -1.69
45 H -5.43 1.37 -2.54
46 H 7.26 -2.18 -3.16
47 H -3.35 2.32 -0.64
48 H 9.22 -0.55 -0.62
49 H -4.45 -3.59 0.37
50 H 4.33 -0.26 -2.52
51 H 1.16 0.26 1.75
52 H -5.03 0.45 -1.10
53 H 5.21 -1.38 -3.55
54 H 0.74 -2.49 0.62
55 H 2.40 -5.03 3.37
56 H -4.63 1.66 1.08
57 H 1.35 -0.14 0.03
58 H 9.38 0.21 0.93
59 H -2.46 -1.54 4.10
60 H -5.33 -1.79 2.33
61 H 1.07 -4.67 0.69
62 H -9.15 1.48 -1.75
63 H -3.91 3.99 -0.49
64 H 6.04 1.40 -2.95
65 H -8.53 4.36 -2.80
66 H -4.11 -3.71 2.08
67 H 3.00 -1.12 2.02
68 H -7.98 2.01 -2.94
69 H 7.33 -2.41 -1.42
70 H 8.36 -1.21 0.77
71 H -7.39 0.37 -0.43
72 H 7.09 2.58 -0.81
73 H -8.11 3.78 0.98
74 H 0.63 -1.96 2.33
75 H 2.70 -5.35 0.84
76 H -0.98 0.49 0.01
77 H 6.25 1.88 1.35
78 H 8.77 2.26 -0.44
79 H 8.48 -1.35 -2.24
80 H 6.70 0.32 2.04
81 H 7.08 0.35 -3.89
82 H 1.36 -6.14 1.62
83 H 3.40 -2.92 3.39
84 H 1.08 -3.98 3.00
85 H -3.91 3.19 -2.06
86 H 7.90 1.61 1.89
87 H 8.99 0.81 -2.41
88 H -8.63 5.18 -1.24
89 H -6.36 1.62 1.12
90 H -7.26 -0.14 -2.09
91 H 8.28 2.32 -2.90
92 H -0.91 0.94 2.91
93 H 3.92 -3.70 1.95

* E_LUMO (alpha / beta): 0.02 / 0.02 eV
* Kohn-Sham gap (alpha / beta): 8.2114 / 9.1698 eV
* energy: -1523.6532 hartree
* spin multiplicity: 3